This record from OMol25 describes a structure of composition C3H3ClN2O. The level of theory is ωB97M-V/def2-TZVPD.

molecular weight	118.52	g/mol
Kohn-Sham gap	10.095	eV
E_LUMO	-0.5	eV
highest occupied orbital energy	-10.58	eV
energy relative to the best compared isomer or geometry (same formula, charge and spin)	512.4	kJ/mol

```
10
Properties=species:S:1:pos:R:3:forces:R:3:nbo_charge:R:1
C 0.442455 -0.195940 0.004468 0.2 -0.7 1.4 0.092
C -0.889735 -0.685208 0.709618 1.0 -0.7 0.5 -0.452
C 1.725933 -0.922717 -0.176672 7.2 -3.8 -3.4 0.240
H -0.360261 2.757651 -1.253828 0.6 -3.9 4.7 0.507
H -1.156523 0.300440 1.231172 -0.4 -1.9 -0.4 0.265
H -0.921172 -1.739073 1.374472 0.7 3.4 -1.6 0.278
N 0.682585 0.981925 -0.408546 -1.0 2.3 -0.9 -0.054
N 2.820831 -1.399757 -0.581126 -8.6 3.6 3.5 -0.264
O -0.357091 1.982597 -0.237285 0.4 1.4 -4.0 -0.580
Cl -1.987022 -1.079920 -0.662269 -0.1 0.3 0.3 -0.031
```
Forces are in eV/Å.